Below is 11 unconnected molecules or ions with the total composition C37H68F2N3O13S4 in a non-equilibrium geometry, with properties calculated with wB97M-V/def2-TZVPD.

Calculated values
max |F|	10.770	eV/Å
lowest unoccupied orbital energy	-3.1	eV
charge	+1
energy	-4384.5946	Eh

Last column: Mulliken charge in e.
CARTESIAN COORDINATES (ANGSTROEM)
C: 1.822711 0.464385 2.773174  -0.9841
C: 1.462679 0.326519 1.277394  0.3944
O: 1.918670 1.063909 0.480679  -0.2919
N: 0.608801 -0.945812 0.921001  1.4347
H: 0.674715 -1.764202 1.601441  0.7237
H: -0.279273 -0.565970 1.403334  -0.8374
C: 0.678292 -1.349819 -0.494056  -1.9533
H: 1.369202 -0.532745 3.286864  0.1703
H: 1.438799 1.278601 3.267794  0.4039
H: 2.874069 0.315414 2.901734  0.4428
H: 0.111032 -2.193309 -0.611773  0.7943
H: 1.728970 -1.348657 -1.009215  -0.1786
H: 0.223500 -0.755237 -1.075508  0.8586
C: -4.174319 1.929167 2.884111  -1.0444
C: -3.314585 2.861519 2.038027  0.7725
O: -3.658349 3.931520 1.610094  -0.4526
N: -1.882588 2.438904 1.930052  0.4720
H: -1.361587 2.523002 2.816789  0.4918
H: -1.642358 1.311396 1.733380  -0.2732
C: -1.003102 3.190393 0.979476  -0.7975
H: -4.433112 2.115450 3.968494  0.3938
H: -4.030478 0.797535 3.023179  0.0618
H: -5.144627 1.940050 2.454837  0.4219
H: -1.054592 2.904612 0.056628  0.4069
H: 0.143012 2.843694 1.350363  0.0561
H: -1.294906 4.239868 1.236180  0.4667
C: -2.417316 -4.319504 2.648461  -0.6455
C: -2.478508 -3.360060 3.870355  0.6091
O: -3.477718 -3.561033 4.710581  -0.5453
N: -1.651719 -2.079020 3.730437  0.9501
H: -0.766339 -2.456234 3.345504  0.2503
H: -1.996256 -1.443632 3.016396  -0.3113
C: -1.511773 -1.389107 4.983194  -1.0492
H: -3.259160 -5.013643 2.736872  0.4324
H: -1.470166 -4.897193 2.629381  0.3020
H: -2.339913 -3.848161 1.599748  -0.0305
H: -0.936201 -0.503941 4.892553  0.3312
H: -1.041947 -2.149254 5.672382  0.3530
H: -2.351134 -1.016940 5.329156  0.5049
O: -1.811974 -0.184635 1.751566  -1.2390
H: -2.504479 -0.698127 1.445929  -0.1309
O: 0.454336 -3.048841 2.550196  -1.0273
H: 0.735440 -3.966102 2.247155  0.0908
F: -0.147375 -4.447936 -1.986042  -0.2545
C: -1.405665 -4.589246 -1.494898  0.1257
C: -1.864961 -5.815020 -0.972490  -1.0517
C: -3.163447 -5.887023 -0.388907  -0.3436
C: -4.009876 -4.822214 -0.462452  -0.6325
C: -3.507206 -3.638467 -0.957835  -0.5370
C: -2.250343 -3.542183 -1.485812  0.6164
H: -1.375959 -6.633496 -1.105126  0.8482
H: -3.538782 -6.960465 0.035092  0.2277
H: -5.102320 -4.902746 -0.140783  0.3150
H: -4.111966 -2.799935 -1.065388  0.3834
H: -1.934823 -2.550189 -1.958529  0.2810
F: -0.281169 6.029351 -3.181826  -0.3087
C: 0.660554 5.162904 -2.869047  0.2375
C: 1.177026 5.111262 -1.590099  -0.9455
C: 2.020828 3.944072 -1.262418  -0.9050
C: 2.292862 3.024665 -2.250731  -0.4938
C: 1.944932 3.189885 -3.668400  -0.7191
C: 1.074435 4.188725 -3.859485  -0.1618
H: 0.883057 5.749165 -0.975822  0.8497
H: 2.360312 3.852016 -0.331062  0.8848
H: 2.836710 2.311784 -1.880657  0.7496
H: 2.142119 2.500858 -4.498244  0.4615
H: 0.678160 4.324646 -4.920320  0.2996
C: -1.710377 -0.587732 -6.936469  -0.6720
C: -1.151113 0.584451 -6.094621  -0.3654
C: -0.044009 0.177979 -5.415285  -0.5796
S: -0.285855 -1.503295 -4.966184  0.9588
O: -0.618173 -1.622778 -3.556460  -0.2147
O: 0.858889 -2.181402 -5.554202  -0.7358
C: -1.681268 -1.699418 -5.999535  -0.8545
H: -1.176021 -0.749050 -7.850793  0.3817
H: -2.871288 -0.611834 -7.066438  0.2164
H: -2.053836 1.065238 -5.649923  0.1799
H: -0.626202 1.265241 -6.875315  0.3356
H: 0.172524 0.729091 -4.628952  0.2090
H: 0.826090 0.204940 -6.147693  0.4122
H: -2.486009 -1.610119 -5.428557  0.3087
H: -1.576234 -2.592548 -6.582387  0.5511
C: -3.341644 0.830515 -1.126414  1.8010
C: -4.724787 0.165443 -0.986942  0.1030
C: -5.027970 -0.121830 -2.251977  -1.1430
S: -4.484524 1.114286 -3.292612  1.1961
O: -5.232512 2.266031 -2.958174  -0.7090
O: -4.450536 0.752119 -4.646752  -0.6739
C: -2.901370 1.161627 -2.477354  -0.6089
H: -2.533554 0.298558 -0.594806  -0.9754
H: -3.306226 1.921674 -0.580615  -0.5074
H: -5.697928 0.725055 -0.610436  0.4127
H: -4.444707 -0.747784 -0.467352  -0.0683
H: -6.035414 -0.321512 -2.117627  0.7007
H: -4.504382 -0.954270 -2.751451  0.1270
H: -2.469292 2.172036 -2.668731  0.7155
H: -2.224338 0.423047 -3.051789  -0.4445
C: 4.973205 3.014147 5.574876  -0.5384
C: 3.513530 3.229783 6.105296  -0.3391
C: 3.404497 2.757349 7.409251  -0.6684
S: 4.979450 3.134277 8.203953  1.1331
O: 5.698224 2.016005 8.730665  -0.6530
O: 4.668245 4.229515 9.029448  -0.6405
C: 5.798150 3.709862 6.740109  -0.5907
H: 4.934335 3.528347 4.597520  0.3366
H: 5.072813 1.895673 5.135509  0.2288
H: 2.836178 2.549382 5.558884  -0.0661
H: 3.112409 4.177356 6.089068  0.4398
H: 3.319737 1.550460 7.655905  0.2867
H: 2.575963 3.096010 8.084136  0.3822
H: 6.815788 3.268170 6.623427  0.3621
H: 5.868728 4.858877 6.899181  0.3391
C: 5.179169 -2.629319 -2.527505  -0.6650
C: 5.143435 -1.813082 -1.241629  -0.2097
C: 5.037520 -0.596707 -1.893195  -1.3277
S: 3.952402 -0.528508 -3.239693  1.2238
O: 4.484138 0.087663 -4.412570  -0.8018
O: 2.608150 -0.124894 -2.791388  -0.1502
C: 3.991444 -2.246176 -3.417701  -1.1079
H: 5.002138 -3.784311 -2.241621  0.3023
H: 6.163617 -2.462039 -3.210722  0.2701
H: 6.158020 -1.905443 -0.723727  0.2798
H: 4.256835 -2.143104 -0.759323  0.2120
H: 5.954913 -0.281128 -2.318613  0.6339
H: 4.708902 0.137094 -1.249528  0.4444
H: 4.077336 -2.545873 -4.510819  0.4549
H: 3.179947 -2.618314 -3.256410  0.6468

Forces on atoms 1 to 2 (eV/Å):
-1.888 -5.759 -0.435
0.864 -1.754 1.558


Below is 7 unconnected molecules or ions with the total composition C37H69BO12 in a non-equilibrium geometry, with properties calculated with wB97M-V/def2-TZVPD.

Calculated values
max |F|	5.375	eV/Å
SMILES	CCCCBCCCc1ccccc1.CCOC(C)=O.CCOC(C)=O.CCOC(C)=O.CCOC(C)=O.CCOC(C)=O.CCOC(C)=O
lowest unoccupied orbital energy	0.6	eV
charge	0
energy	-2378.7199	Eh

Last column: Mulliken charge in e.
CARTESIAN COORDINATES (ANGSTROEM)
C: 4.558388 0.416530 -1.324512  -0.6513
C: 3.524614 1.613969 -0.917673  -0.1902
C: 2.065403 1.121598 -1.367838  -0.2369
C: 0.927661 2.300224 -1.289674  -0.2410
B: -0.002553 2.126093 -2.608335  0.4689
C: -1.593180 2.430604 -2.716400  -0.4894
C: -2.344919 2.624036 -1.312028  -0.0129
C: -3.957569 2.771953 -1.548081  -0.8255
C: -4.669626 1.319343 -1.427312  0.2298
C: -5.418261 0.877680 -0.113161  -0.0671
C: -6.011574 -0.578070 -0.140232  -0.1648
C: -5.904673 -1.507964 -1.395909  -0.4193
C: -5.170035 -1.070057 -2.704420  -0.6093
C: -4.559277 0.378726 -2.684684  -0.3093
H: 5.082162 -0.040208 -0.401366  0.0324
H: 4.036838 -0.458973 -1.852388  0.1743
H: 5.394814 0.768515 -2.023978  0.2633
H: 3.841660 2.533155 -1.513264  0.3543
H: 3.622173 1.736700 0.217275  0.0739
H: 1.671670 0.222654 -0.783612  0.2742
H: 2.168627 0.778266 -2.469904  -0.0940
H: 0.364563 2.303199 -0.297524  -0.1325
H: 1.509498 3.300970 -1.381599  0.1725
H: 0.534227 1.694463 -3.587883  -0.2282
H: -1.805270 3.317485 -3.433414  0.2673
H: -2.086562 1.509732 -3.222974  -0.0730
H: -1.958270 3.497196 -0.672374  0.1690
H: -2.235008 1.645276 -0.702069  0.3112
H: -4.178341 3.207906 -2.595278  0.3693
H: -4.432267 3.522545 -0.808908  0.3399
H: -5.510807 1.577685 0.783948  0.1800
H: -6.544909 -0.913389 0.826229  0.1905
H: -6.364865 -2.557706 -1.396757  0.2811
H: -5.081220 -1.757963 -3.624972  0.3068
H: -4.033636 0.700373 -3.646485  0.3429
O: -0.824939 4.172886 1.282801  -0.6181
C: -0.403318 3.784181 2.351883  0.8872
O: 0.884118 3.424680 2.472339  -0.3661
C: 1.532844 3.142982 3.724852  -0.4424
C: 1.330174 1.695730 4.124638  -0.8652
C: -1.322732 3.605228 3.525464  -0.9716
H: 1.214371 3.842593 4.502574  0.5103
H: 2.598820 3.323473 3.564575  0.3461
H: 0.273271 1.467404 4.285325  0.1974
H: 1.875553 1.471667 5.043574  0.2064
H: 1.682506 1.028820 3.334884  0.3318
H: -1.789814 2.620098 3.469725  0.2407
H: -2.098758 4.372799 3.476136  0.3984
H: -0.833440 3.729524 4.489554  0.1417
O: 5.681853 -2.007544 -5.092224  -0.6043
C: 4.547247 -2.258876 -5.434815  0.6636
O: 3.522385 -1.525492 -4.962392  -0.3340
C: 2.176087 -1.606030 -5.455883  -0.2747
C: 1.406759 -2.709727 -4.758331  -0.9819
C: 4.249588 -3.442524 -6.308746  -0.5748
H: 2.160386 -1.705019 -6.543564  0.2882
H: 1.709209 -0.644734 -5.226881  0.2629
H: 1.847179 -3.690035 -4.952328  0.2870
H: 0.367882 -2.725135 -5.094855  0.3627
H: 1.424681 -2.561809 -3.676149  0.2904
H: 4.147281 -4.333263 -5.686260  0.2538
H: 5.085479 -3.581628 -6.998144  0.3283
H: 3.362988 -3.319090 -6.928217  0.0137
O: 0.976205 4.106506 6.332810  -0.6307
C: 0.366800 3.371618 7.081564  0.9370
O: -0.959723 3.526084 7.241817  -0.3551
C: -1.803479 2.594019 7.937152  -0.3721
C: -1.822336 2.883051 9.424671  -1.0033
C: 1.086322 2.347375 7.910408  -1.2154
H: -1.520657 1.563426 7.712269  0.3526
H: -2.808975 2.732588 7.532780  0.3194
H: -0.831553 2.766277 9.868718  0.2763
H: -2.512193 2.209635 9.937555  0.3674
H: -2.133393 3.913556 9.608908  0.2988
H: 1.443973 2.814940 8.829352  0.3063
H: 1.941958 1.980237 7.339259  0.3413
H: 0.483495 1.473664 8.149712  0.3559
O: 2.142159 -3.639134 -9.297360  -0.5620
C: 1.709294 -4.757992 -9.463409  0.8726
O: 0.917385 -5.318529 -8.529847  -0.3895
C: 0.193172 -6.544292 -8.715827  -0.3997
C: 1.055641 -7.742600 -8.373422  -0.9720
C: 2.119985 -5.573799 -10.655179  -1.0686
H: -0.229132 -6.603397 -9.721280  0.3688
H: -0.654538 -6.505010 -8.027555  0.3206
H: 1.923151 -7.814034 -9.032721  0.2664
H: 0.480007 -8.666713 -8.458814  0.3693
H: 1.437779 -7.658399 -7.353837  0.2885
H: 3.060246 -6.082615 -10.436252  0.2524
H: 2.266920 -4.898744 -11.501276  0.3281
H: 1.371749 -6.298134 -10.970887  0.3317
O: 4.455288 -0.150122 3.578362  -0.5574
C: 5.511206 -0.723617 3.428236  0.7844
O: 6.576775 -0.056371 2.947883  -0.3840
C: 7.913023 -0.580323 2.921985  -0.3997
C: 8.151143 -1.400082 1.669563  -0.9227
C: 5.628994 -2.199497 3.679473  -1.0107
H: 8.136607 -1.134301 3.836450  0.3539
H: 8.579849 0.285231 2.915426  0.3099
H: 7.495469 -2.272398 1.630293  0.2676
H: 9.186749 -1.744314 1.627302  0.3644
H: 7.941052 -0.804690 0.778504  0.2654
H: 5.325783 -2.742464 2.782729  0.2682
H: 4.959937 -2.464043 4.501462  0.3060
H: 6.624710 -2.515280 3.984632  0.3524
O: -7.261613 0.234330 6.511103  -0.5832
C: -7.584022 0.708710 5.444796  0.6891
O: -6.712721 0.712067 4.418081  -0.3994
C: -7.056753 1.060423 3.068265  0.0059
C: -6.962189 2.558128 2.854438  -1.0878
C: -8.914185 1.384394 5.272772  -0.8794
H: -8.033795 0.656738 2.793377  0.2781
H: -6.326337 0.560965 2.428525  0.0792
H: -7.670720 3.098915 3.485121  0.3303
H: -7.165721 2.810796 1.811501  0.3822
H: -5.964670 2.918498 3.116375  0.2973
H: -8.833595 2.424537 5.592931  0.2432
H: -9.645364 0.871895 5.901969  0.3040
H: -9.302346 1.338631 4.257117  0.3234

Forces on atoms 1 to 2 (eV/Å):
0.494 -0.289 0.257
0.378 -2.026 -0.350


| no. | gap between HOMO and LUMO (eV) |
| --- | --- |
| 1 | 7.8 |
| 2 | 8.9 |